Version a
Density functional theory data (wB97M-V/def2-TZVPD) for a single C5H9N3 molecule.

Positions of all 17 atoms, in Å:
C1 0.14 -0.33 0.01
C2 0.80 -0.84 -1.25
C3 0.47 -1.13 1.26
N1 -1.38 -0.19 -0.15
C4 0.20 1.18 0.15
C5 -1.31 1.32 0.02
N2 -1.98 0.51 0.93
N3 1.20 1.93 0.30
H1 -1.88 -0.56 -0.95
H2 0.97 2.92 0.30
H3 -1.79 2.05 -0.63
H4 1.88 -0.73 -1.16
H5 0.48 -0.28 -2.12
H6 0.57 -1.90 -1.40
H7 0.34 -2.20 1.08
H8 1.49 -0.93 1.55
H9 -0.20 -0.82 2.06

Calculated values
- Lowest unoccupied orbital energy: 0.817 eV
- Frontier orbital gap: 8.59 eV
- Total charge: 0

Version b
Density functional theory data (wB97M-V/def2-TZVPD) for a molecular structure, C5H9N3.

Positions of all 17 atoms, in Å:
C1 -2.33 0.25 0.57
C2 -1.38 0.70 -0.60
C3 -0.04 0.32 -0.32
C4 0.92 1.30 -0.18
C5 0.51 -0.87 -0.13
H1 -1.92 -0.62 1.34
H2 -2.65 1.38 1.29
H3 -3.48 -0.44 0.17
H4 -1.90 0.16 -1.54
H5 -1.40 1.82 -0.67
H6 2.19 -2.02 -0.14
H7 2.42 -0.14 -0.03
H8 0.17 -2.89 0.00
H9 -1.29 -1.78 0.01
N1 1.49 2.24 0.29
N2 1.87 -1.15 0.31
N3 -0.25 -1.89 -0.10

Calculated values
- Lowest unoccupied orbital energy: 0.445 eV
- Frontier orbital gap: 8.42 eV
- Total charge: 0

Version c
Density functional theory data (wB97M-V/def2-TZVPD) for 2 unconnected molecules or ions with the total composition C5H9N3.

Positions of all 17 atoms, in Å:
C1 2.38 -0.23 0.58
C2 1.03 -0.85 0.37
C3 -0.08 -1.15 -1.95
C4 0.47 -1.00 -0.79
H1 0.50 -1.17 1.27
H2 2.81 0.07 -0.36
H3 2.29 0.64 1.23
H4 3.04 -0.94 1.07
H5 0.06 -2.05 -2.53
H6 -0.71 -0.39 -2.38
C5 -0.78 1.98 1.06
N1 -2.17 0.22 0.33
N2 -1.78 1.22 0.88
N3 -3.09 0.01 -0.49
H7 -3.24 -1.00 -0.58
H8 0.00 2.09 0.32
H9 -0.73 2.56 1.97

Calculated values
- Lowest unoccupied orbital energy: 0.767 eV
- Frontier orbital gap: 9.43 eV
- Total charge: 0
- SMILES: [H]/N=N/N=C.C=C=CC

version a comes first in stability; the runner-up is 50.6 kJ/mol higher.

Version a
Density functional theory data (wB97M-V/def2-TZVPD) for a molecular structure, C5H9N3.

Positions of all 17 atoms, in Å:
C1 0.72 1.45 0.88
C2 0.35 0.44 -0.22
C3 1.34 -1.16 0.23
C4 -0.05 -1.11 0.09
C5 -0.93 0.79 -0.78
H1 0.80 2.41 0.21
H2 1.75 1.58 1.50
H3 0.14 1.56 1.75
H4 2.15 0.60 -0.76
H5 1.39 -0.45 1.39
H6 2.03 -2.03 0.18
H7 -0.20 -1.40 -0.84
H8 -2.04 -1.41 0.69
H9 -1.33 1.82 -1.16
N1 1.46 -0.12 -1.02
N2 -1.36 -0.79 0.71
N3 -1.99 0.17 -0.27

Calculated values
- Lowest unoccupied orbital energy: 0.811 eV
- Frontier orbital gap: 10.14 eV
- Total charge: 0

Version b
Density functional theory data (wB97M-V/def2-TZVPD) for 2 unconnected molecules or ions with the total composition C5H9N3.

Positions of all 17 atoms, in Å:
C1 0.59 -1.19 1.02
C2 0.67 0.13 -1.07
N1 -0.07 -0.31 1.68
N2 1.13 -2.33 1.56
C3 0.82 -1.02 -0.41
C4 -2.15 2.05 -0.51
C5 1.01 1.06 -1.91
N3 -1.56 0.95 -0.43
H1 -0.19 -0.55 2.67
H2 -1.25 0.61 0.49
H3 1.65 -2.96 0.99
H4 0.87 -2.60 2.49
H5 0.99 -1.93 -0.99
H6 -2.51 2.42 -1.46
H7 -2.32 2.68 0.38
H8 0.28 1.60 -2.50
H9 2.04 1.38 -2.01

Calculated values
- Lowest unoccupied orbital energy: 0.863 eV
- Frontier orbital gap: 9.33 eV
- Total charge: 0
- SMILES: [H]/N=C(\N)C=C=C.C=N

version b comes first in stability; the runner-up is 486.6 kJ/mol higher.

Version a
Density functional theory data (wB97M-V/def2-TZVPD) for a single C5H9N3 molecule.

Positions of all 17 atoms, in Å:
C1 -0.70 -0.85 1.34
C2 -0.75 0.05 0.06
C3 -2.21 0.18 -0.47
C4 -0.03 1.32 0.01
C5 1.18 -0.91 -0.61
H1 -0.48 -2.07 1.22
H2 -1.55 -0.31 2.12
H3 0.25 -0.51 2.08
H4 -2.96 0.43 0.36
H5 -2.38 1.15 -1.29
H6 -2.18 -0.87 -0.84
H7 -0.44 2.40 -0.02
H8 2.82 -0.19 0.15
H9 1.92 -1.84 -0.95
N1 1.26 1.24 0.11
N2 1.71 0.01 0.26
N3 -0.10 -0.81 -1.06

Calculated values
- Lowest unoccupied orbital energy: 0.645 eV
- Frontier orbital gap: 9.84 eV
- Total charge: 0
- SMILES: CC1(C)C=NNC=N1

Version b
Density functional theory data (wB97M-V/def2-TZVPD) for a single C5H9N3 molecule.

Positions of all 17 atoms, in Å:
C1 -0.53 1.40 1.22
N1 1.28 -0.01 -1.17
C2 1.18 -0.17 0.21
C3 -0.29 0.03 0.61
C4 -0.82 -0.55 -2.17
C5 -1.02 -1.05 1.02
N2 -0.18 0.34 -1.50
N3 2.10 -0.48 1.04
H1 1.92 0.74 -1.42
H2 3.00 -0.52 0.56
H3 0.07 1.52 2.12
H4 -0.26 2.19 0.51
H5 -1.58 1.53 1.47
H6 -1.91 -0.57 -2.26
H7 -0.34 -1.43 -2.61
H8 -1.81 -0.95 1.75
H9 -0.82 -2.04 0.62

Calculated values
- Lowest unoccupied orbital energy: 0.321 eV
- Frontier orbital gap: 8.87 eV
- Total charge: 0
- SMILES: [H]/N=C(\NN=C)C(=C)C

Version c
Density functional theory data (wB97M-V/def2-TZVPD) for a single C5H9N3 molecule.

Positions of all 17 atoms, in Å:
C1 1.84 -1.27 0.36
C2 -1.04 1.76 0.14
N1 0.60 -1.55 -0.20
C3 -0.39 -0.68 -0.13
N2 -1.68 -1.02 -0.51
C4 -0.03 0.64 0.44
C5 1.37 0.99 -0.04
N3 2.10 1.80 -0.45
H1 0.48 -2.37 -0.80
H2 -2.25 -0.24 -0.82
H3 -1.77 -1.83 -1.10
H4 1.85 -1.13 1.43
H5 2.67 -1.82 -0.06
H6 0.07 0.56 1.53
H7 -0.66 2.70 0.54
H8 -1.16 1.90 -0.94
H9 -2.01 1.56 0.59

Calculated values
- Lowest unoccupied orbital energy (alpha / beta): 0.476 / 0.476 eV
- Frontier orbital gap (alpha / beta): 6.92 / 6.92 eV
- Total charge: 0

Version d
Density functional theory data (wB97M-V/def2-TZVPD) for a molecular structure, C5H9N3.

Positions of all 17 atoms, in Å:
C1 1.86 0.20 -1.51
C2 0.80 -0.27 -0.47
C3 0.92 -0.04 1.02
C4 -0.35 -0.04 1.44
C5 -0.57 -0.11 -0.69
H1 1.65 1.13 -1.87
H2 1.66 -0.50 -2.45
H3 2.92 0.18 -0.92
H4 1.83 0.41 1.46
H5 -1.86 0.08 2.95
H6 -0.18 0.46 3.68
H7 -2.34 -1.03 0.44
H8 -0.88 0.71 -2.87
H9 -1.97 -1.29 -1.47
N1 -0.90 -0.08 2.65
N2 -1.25 0.08 0.40
N3 -1.33 0.11 -1.77

Calculated values
- Lowest unoccupied orbital energy: -0.962 eV
- Frontier orbital gap: 5.73 eV
- Total charge: 0

version c comes first in stability; the runner-up is 86.0 kJ/mol higher.